The following is a DFT calculation (ωB97M-V/def2-TZVPD) of an isolated ion of composition CH3N2O2 and charge +1 at a distorted geometry.

Last column: Löwdin charge in e.
Element x y z (Å)
C -0.51 0.04 -0.05  0.068
N 0.18 -1.12 0.01  0.003
N 0.11 1.26 -0.03  0.027
O 1.36 -1.40 -0.04  0.196
O 1.31 1.34 -0.02  0.198
H -1.53 -0.17 0.08  0.148
H -0.37 -1.92 -0.11  0.174
H -0.55 1.97 0.17  0.185

Computed properties:
Energy ... -299.414588 Eh
Charge ... +1